1.
Below is a structure of composition C25H41Cl3CuN6OSSi2Te, with properties calculated with the ωB97M-V functional and the def2-TZVPD basis.

The geometry in XYZ format:
```
81
Properties=species:S:1:pos:R:3:forces:R:3:mulliken_spin:R:1
Cu -1.012466 2.317093 -1.150085 0.447 -0.484 0.133 0.7234
Cl 5.382048 5.536388 -1.473182 0.017 0.006 -0.001 0.0009
C 3.709919 5.080240 -1.374366 -0.069 0.000 0.056 0.0088
C 3.319963 3.811093 -1.752288 0.029 -0.054 -0.066 -0.0084
C 1.981907 3.468936 -1.671107 0.045 -0.040 0.012 0.0216
Cl 1.518224 1.841200 -2.106206 -0.035 0.273 -0.045 0.0215
C 0.977517 4.339509 -1.216684 0.000 0.091 0.011 -0.0117
O -0.293204 4.049983 -1.149150 -0.139 0.095 0.015 0.0437
C 1.449822 5.608598 -0.817777 -0.096 0.031 0.045 0.0076
Cl 0.287920 6.728924 -0.182541 0.021 0.011 -0.005 0.0006
C 2.775161 5.984731 -0.894775 0.012 -0.008 -0.013 -0.0035
H 4.043070 3.088436 -2.104368 -0.001 0.019 -0.005 -0.0005
H 3.073553 6.972927 -0.575281 0.007 -0.003 -0.012 -0.0003
C -1.264729 3.070453 1.779642 0.047 0.025 0.089 -0.0076
N -0.975479 2.921743 3.199354 -0.055 0.012 0.032 0.0035
C 0.478274 2.880484 3.381250 -0.024 -0.067 -0.048 0.0000
N 1.085627 1.764100 2.650825 -0.024 0.003 -0.012 0.0020
C 0.775963 1.925632 1.238643 0.049 -0.050 0.163 -0.0064
N -0.691147 1.952817 0.990728 0.163 -0.028 -0.302 0.0416
C -1.260137 0.683925 1.507235 0.019 -0.152 0.069 -0.0026
N -0.973893 0.504642 2.925467 -0.051 0.112 0.018 0.0021
C -1.531411 1.645922 3.659127 0.029 -0.047 -0.063 0.0005
C 0.480002 0.510248 3.110441 -0.015 0.038 -0.045 0.0013
H -0.850964 4.008804 1.407292 0.007 -0.009 -0.021 0.0017
H -2.346705 3.075009 1.634199 0.002 -0.006 -0.041 0.0010
H 0.700475 2.774611 4.444020 0.001 0.007 0.006 0.0002
H 0.907597 3.815881 3.017834 0.012 0.009 0.022 -0.0002
H 1.202643 1.092531 0.679051 -0.029 -0.007 -0.027 0.0008
H 1.210867 2.859353 0.881486 -0.027 0.019 -0.020 0.0033
H -0.833501 -0.142987 0.937520 0.013 0.020 -0.021 -0.0041
H -2.341704 0.693645 1.355653 -0.002 0.056 -0.014 0.0015
H -1.312578 1.525269 4.721150 -0.003 0.008 0.009 0.0001
H -2.614376 1.657963 3.521088 -0.009 0.013 0.009 -0.0005
H 0.910230 -0.316813 2.541334 0.006 -0.022 0.017 -0.0010
H 0.704918 0.371769 4.169004 0.002 -0.004 0.004 0.0000
C -6.639161 -0.233891 -0.989123 0.064 0.044 -0.027 -0.0008
C -5.434892 0.655976 -1.014480 0.085 -0.029 -0.063 -0.0015
C -5.510098 2.012198 -0.693026 -0.038 -0.008 0.060 0.0017
C -4.322204 2.705883 -0.627219 0.080 0.085 0.025 0.0036
N -3.158796 2.135543 -0.930774 -0.099 0.130 -0.283 0.0179
C -3.189005 0.854605 -1.357898 -0.344 -0.123 -0.050 -0.0049
S -1.665825 0.276607 -1.939702 -0.360 0.415 0.083 0.1446
N -4.278469 0.086435 -1.349362 -0.009 0.052 -0.051 0.0039
H -7.546986 0.320565 -1.221983 -0.015 -0.016 0.023 0.0001
H -6.745360 -0.666959 0.007745 -0.023 0.004 -0.001 -0.0001
H -6.502732 -1.048892 -1.695771 -0.030 -0.004 0.000 -0.0002
H -6.452894 2.498848 -0.490712 0.001 -0.033 0.062 -0.0001
H -4.285506 3.749117 -0.334259 0.002 -0.003 0.004 0.0003
C 4.723336 -1.068265 -1.584058 0.050 -0.030 0.002 0.0000
Si 4.079440 -2.707042 -0.946409 -0.195 -0.011 0.215 -0.0002
C 3.735866 -3.884355 -2.361748 0.079 -0.009 -0.005 0.0001
C 5.281058 -3.451712 0.290658 0.087 -0.007 -0.148 0.0000
C 2.482045 -2.403433 0.001004 0.286 0.177 -0.234 -0.0003
Te 0.968881 -1.435532 -1.192112 0.285 -0.597 0.331 -0.0038
C 0.047979 -3.287098 -1.771035 -0.306 0.113 0.082 0.0020
Si -1.233317 -4.004788 -0.577173 0.284 0.002 0.056 -0.0021
C -2.899376 -3.205461 -0.833284 0.013 0.047 -0.025 -0.0031
C -1.327700 -5.844387 -0.945098 -0.114 -0.002 0.051 0.0000
C -0.664667 -3.750741 1.194862 -0.076 -0.032 0.006 0.0002
H 5.712986 -1.180931 -2.033544 -0.015 0.006 -0.001 0.0000
H 4.809153 -0.340714 -0.772079 0.003 -0.014 -0.004 0.0000
H 4.053547 -0.652318 -2.339781 -0.002 -0.008 0.010 -0.0002
H 4.649694 -4.120833 -2.912088 -0.013 0.010 0.001 0.0000
H 3.026856 -3.441742 -3.065350 0.006 0.004 0.005 0.0000
H 3.314698 -4.826412 -2.001580 0.013 0.009 0.008 0.0000
H 6.245588 -3.689414 -0.165023 -0.007 0.006 0.026 0.0000
H 4.879999 -4.372070 0.721481 -0.007 0.007 -0.015 0.0000
H 5.461126 -2.751622 1.110051 0.007 -0.007 -0.008 0.0000
H 2.680627 -1.740985 0.848077 -0.053 -0.028 0.018 0.0000
H 2.059887 -3.326631 0.398412 -0.110 0.042 -0.011 0.0000
H 0.860933 -3.992574 -1.947185 0.040 0.059 -0.053 0.0001
H -0.421645 -3.072791 -2.734069 0.038 -0.087 -0.025 0.0001
H -3.337321 -3.505444 -1.788652 0.006 0.018 0.006 -0.0004
H -2.833008 -2.115168 -0.837751 -0.004 -0.052 0.024 0.0016
H -3.593262 -3.496488 -0.040495 0.005 -0.021 -0.012 0.0004
H -1.610291 -6.020578 -1.985921 0.016 0.000 0.008 0.0001
H -2.073625 -6.335438 -0.314213 0.013 0.006 -0.013 0.0000
H -0.369242 -6.337946 -0.767956 0.005 0.030 -0.011 0.0000
H -0.416566 -2.701469 1.374363 0.001 -0.013 0.015 -0.0001
H 0.215398 -4.354167 1.428552 0.005 0.011 -0.004 0.0000
H -1.450556 -4.030565 1.901214 0.001 -0.013 -0.031 0.0000
```
Positions in Å, forces in eV/Å.

Values from the calculation:
**Highest occupied orbital energy (spin up / spin down)**: -7.351 / -7.343 eV
**2S+1**: 2
**Total charge**: 0
**HOMO-LUMO gap (spin up / spin down)**: 7.6623 / 5.8421 eV

2.
Below is the molecule C8H13ClN2 in a non-equilibrium geometry, with properties calculated with the ωB97M-V functional and the def2-TZVPD basis.

The geometry in XYZ format:
```
24
Properties=species:S:1:pos:R:3:forces:R:3:nbo_charge:R:1
H 1.875114 2.018304 0.278652 -0.373 -0.759 0.632 0.3592
N 0.895993 2.214157 0.103160 0.438 1.608 -1.241 -0.6518
C -0.013360 1.370942 0.019850 0.925 -2.809 2.159 0.3429
C -1.360625 1.673293 -0.479355 0.450 0.114 -3.609 -0.4737
C -1.629317 0.641236 -1.694518 0.444 -0.187 2.650 -0.4632
C -1.321405 -0.759457 -1.232257 -1.655 0.009 -0.725 0.1490
N -0.633183 -1.145802 -0.278643 1.656 0.001 1.950 -0.4253
C 0.069273 -0.224307 0.631860 0.968 2.392 -1.053 0.0021
C 1.576099 -0.704313 0.790616 -1.363 -1.635 -1.968 -0.4126
C 2.114638 -1.374931 -0.557089 1.599 -0.971 4.700 -0.6027
C -0.611041 -0.214834 2.040414 -0.989 -0.756 -0.505 -0.3258
Cl -1.531184 -1.861124 2.147534 0.379 1.326 0.800 -0.1035
H -2.039170 1.595276 0.330620 -1.161 -0.307 0.403 0.2229
H -1.453353 2.648309 -1.015791 0.338 -0.330 1.130 0.2346
H -0.979855 0.752411 -2.553189 0.033 0.867 -0.260 0.2319
H -2.665457 0.753651 -1.939471 -0.523 -0.186 -0.595 0.2282
H -1.828134 -1.600223 -1.708661 -0.029 0.199 -0.664 0.1792
H 2.298084 0.103186 0.995141 -0.631 -0.413 0.811 0.2136
H 1.463544 -1.578112 1.521939 0.820 1.500 -0.581 0.2251
H 1.466340 -2.110410 -0.914549 -0.839 -1.228 -0.467 0.2227
H 3.125338 -1.796785 -0.257729 -1.228 -0.251 -0.183 0.2015
H 2.441309 -0.775951 -1.296531 0.294 2.787 -2.600 0.1982
H -1.357776 0.619903 2.181763 0.726 -1.129 -0.151 0.2184
H 0.098130 -0.244420 2.886233 -0.282 0.158 -0.632 0.2292
```
Positions in Å, forces in eV/Å.

Values from the calculation:
**SMILES**: [H]/N=C1/CCC=N[C@]1(CC)CCl
**Highest occupied orbital energy**: -8.555 eV
**2S+1**: 1
**Total charge**: 0
**HOMO-LUMO gap**: 9.4031 eV

3.
Below is the molecule C4H8N2O, with properties calculated with the ωB97M-V functional and the def2-TZVPD basis.

The geometry in XYZ format:
```
15
Properties=species:S:1:pos:R:3:forces:R:3:nbo_charge:R:1
N 1.762215 -0.519259 -1.081414 0.101 -0.091 -0.059 -0.8232
C 1.047385 -0.818675 0.037510 -0.143 -0.469 0.020 0.6493
O 0.635717 -1.947389 0.261182 0.212 0.498 0.004 -0.6148
C 0.720431 0.378520 0.919452 0.162 -0.010 0.156 -0.3188
N -0.586501 0.962793 0.626414 0.119 0.101 0.057 -0.3903
C -1.726013 0.066077 0.662292 -0.230 -0.120 0.104 -0.2657
C -1.236141 0.601014 -0.626818 0.088 0.137 -0.381 -0.2710
H 1.844354 -1.222487 -1.799105 0.030 0.010 0.102 0.4034
H 1.946416 0.435314 -1.326997 0.054 0.048 -0.008 0.3940
H 0.719571 0.057580 1.963584 0.046 -0.015 -0.122 0.2249
H 1.481536 1.159592 0.805718 -0.109 -0.102 -0.034 0.1975
H -1.552739 -0.984466 0.867123 0.072 0.026 -0.054 0.2193
H -2.604612 0.493616 1.127918 -0.063 -0.017 -0.066 0.1999
H -0.700092 -0.068035 -1.298794 -0.293 0.002 0.159 0.1933
H -1.751526 1.405806 -1.138064 -0.046 0.003 0.120 0.2022
```
Positions in Å, forces in eV/Å.

Values from the calculation:
**SMILES**: NC(=O)CN1CC1
**Highest occupied orbital energy**: -9.091 eV
**2S+1**: 1
**Total charge**: 0
**HOMO-LUMO gap**: 9.9805 eV

Sequential ΔE to the lowest compared entry with this formula, charge and spin output: 8.83 29.35 43.02 kcal/mol